1.
Computed, not measured: a single C4H5N3 molecule in a non-equilibrium geometry, with wB97M-V/def2-TZVPD.

Properties
ΔE to the lowest compared entry with this formula, charge and spin in eV: 6.078
LUMO level (spin up / spin down) in Ha: -0.0317 / -0.0317
Net charge: 0
E_tot in Eh: -319.4888

Cartesian coordinates (Å):
C: -0.72809 -0.20975 -1.97552
C: -0.67030 -0.23934 -0.60052
C: -0.53503 -0.45976 1.60171
C: 0.73231 0.30958 1.15672
N: 0.47050 0.22891 -2.38033
N: 1.21964 0.50274 -1.35740
N: 0.55977 0.16454 -0.28126
H: -1.56888 -0.28489 -2.49948
H: -1.29483 0.13724 1.94605
H: -0.66999 -1.48123 1.48319
H: 0.64127 1.35758 1.54477
H: 1.84363 -0.02563 1.36208

=====

2.
Computed, not measured: 2 unconnected molecules or ions with the total composition C4H5N3, with wB97M-V/def2-TZVPD.

Properties
ΔE to the lowest compared entry with this formula, charge and spin in eV: 4.172
LUMO level in Ha: -0.0025
Structure (SMILES): C1=C=NC=NC=1.N
Net charge: 0
E_tot in Eh: -319.5589

Cartesian coordinates (Å):
N: 1.06940 -2.57725 0.00452
C: -0.66714 -0.01429 -0.76811
C: -1.27274 1.08273 -1.01568
N: -1.50419 2.29096 -0.75303
C: -0.70754 2.53999 0.34202
N: 0.07555 1.63448 0.89361
C: 0.10979 0.39434 0.36912
H: 1.82259 -2.90375 -0.59491
H: 0.74187 -3.37477 0.54330
H: 0.31060 -2.28349 -0.60747
H: -0.74997 3.54479 0.74733
H: 0.77178 -0.33374 0.83929

=====

3.
Computed, not measured: 2 unconnected molecules or ions with the total composition C4H5N3, with wB97M-V/def2-TZVPD.

Properties
ΔE to the lowest compared entry with this formula, charge and spin in eV: 4.570
LUMO level in Ha: 0.0010
Structure (SMILES): C1=C=NC=NC=1.N
Net charge: 0
E_tot in Eh: -319.5443

Cartesian coordinates (Å):
N: 2.52558 0.66427 0.46302
C: 0.14769 -0.20703 -0.16742
C: -0.37561 -1.27641 -0.55545
N: -1.52140 -1.81685 -0.76846
C: -2.40570 -0.82629 -0.40427
N: -2.10438 0.37739 0.06062
C: -0.80987 0.72974 0.20616
H: 2.68810 0.89765 -0.50978
H: 3.20298 1.14716 1.03602
H: 2.69650 -0.33062 0.55880
H: -3.45276 -1.08253 -0.52088
H: -0.59114 1.72353 0.60164

=====

4.
Computed, not measured: a single C4H5N3 molecule in a non-equilibrium geometry, with wB97M-V/def2-TZVPD.

Properties
ΔE to the lowest compared entry with this formula, charge and spin in eV: 1.913
LUMO level in Ha: 0.0214
Structure (SMILES): CNC(C#N)C#N
Net charge: 0
E_tot in Eh: -319.6419

Cartesian coordinates (Å):
C: -1.62423 0.12381 0.10752
N: -0.48894 -0.48599 -0.57559
C: 0.76280 -0.41005 0.15477
C: 1.88690 -0.67816 -0.76172
N: 2.75114 -0.84986 -1.50815
C: 1.00443 0.88448 0.84920
N: 1.10621 1.88143 1.42551
H: -1.72217 -0.30449 1.10950
H: -2.53126 -0.11436 -0.45272
H: -1.54279 1.21590 0.21192
H: -0.37285 -0.08259 -1.49811
H: 0.77076 -1.18014 0.93788

=====

5.
Computed, not measured: a single C4H5N3 molecule in a non-equilibrium geometry, with wB97M-V/def2-TZVPD.

Properties
ΔE to the lowest compared entry with this formula, charge and spin in eV: 4.403
LUMO level in Ha: 0.0131
Structure (SMILES): [H]/N=c1/cc[nH]nc1
Net charge: 0
E_tot in Eh: -319.5504

Cartesian coordinates (Å):
C: -0.66649 -0.64773 0.38694
C: 0.34828 0.01256 1.04375
C: 1.38840 0.64836 0.28684
C: -1.16305 0.18095 -0.63732
H: -1.98540 -2.27715 0.45410
H: 0.84757 -0.43827 1.89465
H: 2.31291 0.79679 0.72824
H: 1.30041 1.79008 -1.66706
H: -1.91640 -0.24074 -1.09445
N: -1.12694 -1.81370 0.93589
N: 0.92597 1.13228 -0.91144
N: -0.26527 0.85659 -1.42012

=====

6.
Computed, not measured: a single C4H5N3 molecule in a non-equilibrium geometry, with wB97M-V/def2-TZVPD.

Properties
ΔE to the lowest compared entry with this formula, charge and spin in eV: 2.015
LUMO level in Ha: 0.0205
Structure (SMILES): CNC(C#N)C#N
Net charge: 0
E_tot in Eh: -319.6382

Cartesian coordinates (Å):
C: 0.67181 -0.76067 1.35637
N: 0.58964 0.40372 0.47258
C: -0.57488 0.47435 -0.38553
C: -0.46345 1.68680 -1.22385
N: -0.30985 2.61286 -1.89708
C: -0.83248 -0.68836 -1.29689
N: -1.06120 -1.59232 -1.98141
H: 0.73550 -0.46909 2.40648
H: 1.52983 -1.40557 1.11071
H: -0.24152 -1.35279 1.27263
H: 1.43797 0.52924 -0.06612
H: -1.48137 0.56184 0.23212

=====

- What is the ΔE to the lowest compared entry with this formula, charge and spin in the fifth record?
  4.403 eV

=====

- What is the E_tot in the first record?
  -319.4888 Eh